1.
ORCA calculation (ωB97M-V with the def2-TZVPD basis set) on a molecular structure, C38H72N6O7S7.

The geometry in ORCA input format:
```
! RIJCOSX wB97M-V def2-TZVPD def2/J DEFGRID3
* xyz 0 1
C 14.48412 -14.95315 15.73212
S 16.14990 -14.13817 15.80930
O 16.24309 -13.38428 14.48313
C 15.75647 -12.87611 17.18460
H 14.41909 -15.61429 16.59628
H 14.37665 -15.60124 14.86233
H 13.76828 -14.13500 15.65280
H 16.54134 -12.13035 17.31075
H 15.70458 -13.36537 18.15724
H 14.83367 -12.32446 17.00509
C 9.70987 -17.25529 16.59063
S 9.09457 -16.07337 17.85102
O 8.57387 -16.96082 18.98793
C 10.85938 -15.56204 18.28602
H 10.24891 -18.03994 17.12152
H 10.31650 -16.69255 15.88111
H 8.94333 -17.77875 16.01922
H 11.41814 -16.47850 18.47575
H 10.80324 -14.99003 19.21217
H 11.40324 -15.00834 17.52068
C 8.08816 -16.02629 12.30845
S 9.30425 -15.74535 13.67528
O 8.50992 -15.62851 14.99142
C 10.02944 -17.46292 13.77545
H 8.55350 -16.29277 11.35948
H 7.51407 -15.10137 12.25344
H 7.39137 -16.79863 12.63416
H 10.73308 -17.67395 12.97018
H 9.27080 -18.24435 13.73157
H 10.65996 -17.50915 14.66338
C 13.86018 -16.08113 12.08494
S 15.48973 -15.66977 12.82380
O 16.32772 -16.95493 12.57303
C 15.98495 -14.44355 11.51671
H 13.25905 -16.88029 12.51862
H 13.92467 -16.20936 11.00444
H 13.28555 -15.18681 12.32599
H 16.98292 -14.03804 11.68322
H 15.29547 -13.60165 11.45402
H 16.11589 -14.88970 10.53086
C 14.66547 -17.56357 15.73271
S 14.45661 -18.93622 14.51205
O 13.50592 -18.41296 13.39454
C 16.14792 -18.90406 13.83124
H 15.25604 -16.73568 15.34038
H 15.08906 -17.93756 16.66480
H 13.72567 -17.08333 16.00519
H 16.19301 -17.88656 13.44296
H 16.22254 -19.57325 12.97408
H 16.87526 -18.97739 14.63975
C 14.40336 -19.23082 18.34529
S 13.47313 -17.66147 18.47981
O 13.04616 -17.26592 17.06702
C 11.96260 -18.31008 19.32410
H 14.46731 -19.81082 19.26595
H 15.40499 -19.09578 17.93711
H 13.85249 -19.81507 17.60820
H 11.21968 -17.51252 19.33267
H 12.23144 -18.45481 20.37046
H 11.55783 -19.25950 18.97360
C 13.68900 -14.01482 18.33794
S 13.07465 -13.98363 20.08797
O 11.59949 -13.68467 20.03347
C 13.28509 -15.77533 20.48886
H 13.05294 -14.68150 17.75564
H 14.72360 -14.35272 18.27863
H 13.54464 -13.00614 17.95089
H 12.50611 -16.33609 19.97231
H 13.08996 -15.89165 21.55492
H 14.26577 -16.14820 20.19332
N 12.99373 -11.50583 13.95850
C 13.65704 -12.22976 14.87190
C 12.78200 -12.41342 15.91651
C 11.53658 -12.07447 15.48583
C 11.63175 -11.47006 14.27848
H 13.37355 -11.09617 13.11706
H 14.72340 -12.31754 14.72502
H 12.96987 -12.86367 16.88004
H 10.61097 -12.18293 16.03159
H 10.95514 -10.91702 13.64387
N 12.43568 -14.12552 9.73126
C 13.46420 -13.70397 8.91583
C 14.33011 -13.01797 9.75406
C 13.64025 -12.78736 10.99088
C 12.58238 -13.64401 11.00655
H 11.76524 -14.81879 9.43129
H 13.63844 -14.05828 7.91059
H 15.24814 -12.50015 9.51852
H 13.94575 -12.12054 11.78361
H 11.89648 -13.82780 11.82028
N 11.86488 -14.21448 14.54359
C 11.93848 -15.15944 13.56282
C 12.08688 -16.38767 14.19117
C 12.20278 -16.22165 15.57921
C 12.06006 -14.86165 15.72039
H 11.88756 -13.21017 14.43898
H 11.68347 -14.94180 12.53617
H 12.19951 -17.36729 13.75065
H 12.36763 -17.06450 16.23406
H 12.13242 -14.33241 16.65904
N 10.78389 -16.08585 8.77411
C 10.06537 -15.30966 9.62947
C 10.54852 -15.46691 10.91806
C 11.60243 -16.42545 10.86745
C 11.68048 -16.80522 9.48571
H 10.59307 -16.08826 7.78230
H 9.37614 -14.54112 9.31213
H 10.31345 -14.87607 11.79101
H 12.34949 -16.54321 11.63844
H 12.42142 -17.45150 9.03882
N 8.37438 -12.69065 12.15579
C 9.35283 -12.89683 13.06468
C 10.55365 -12.89979 12.37287
C 10.25871 -12.66395 11.05361
C 8.90180 -12.59981 10.90964
H 7.42384 -12.49771 12.43748
H 9.29147 -13.02957 14.13473
H 11.48805 -12.95993 12.91108
H 11.03798 -12.57016 10.31176
H 8.23069 -12.45015 10.07680
N 9.74574 -20.31059 15.37185
C 10.46894 -20.00060 14.30618
C 11.61346 -19.39511 14.82305
C 11.59665 -19.52619 16.25186
C 10.39123 -20.12348 16.57435
H 8.85694 -20.77555 15.25369
H 10.11690 -20.15070 13.29626
H 12.43923 -19.04313 14.22253
H 12.39622 -19.10027 16.83981
H 9.88983 -20.41684 17.48481
*
```

Total energy   -139656.2235 eV
Relative energy (zero: lowest compared OMol25 entry of this formula, charge and spin)   27.839 eV
Frontier orbital gap   6.84 eV
Maximum force   14.19 eV/A

Mulliken atomic charge list, values in e, 5 entries:
1. C 2.087
2. S -0.016
3. O -0.596
4. C -0.892
5. H 0.768



2.
ORCA calculation (ωB97M-V with the def2-TZVPD basis set) on a molecular structure, C4H4O5Tl.

The geometry in ORCA input format:
```
! RIJCOSX wB97M-V def2-TZVPD def2/J DEFGRID3
* xyz -1 1
O -1.17783 -0.89768 0.09774
C -1.95922 0.04219 0.40053
O -3.18788 0.05209 0.29831
O -1.42476 1.16241 0.98964
O 1.26462 0.96876 -0.25483
C 2.52041 0.26222 -0.21242
O 2.43066 -0.68493 -1.00231
C 0.92738 1.76997 0.85438
C -0.18022 1.12756 1.67140
Tl 0.42773 -0.93122 -1.13666
H 0.60642 2.75882 0.49500
H 1.81534 1.89712 1.49454
H -0.32015 1.70450 2.59587
H 0.10156 0.09635 1.92774
*
```

Total energy   -19142.4701 eV
Relative energy (zero: lowest compared OMol25 entry of this formula, charge and spin)   2.803 eV
Frontier orbital gap   6.28 eV
Maximum force   7.83 eV/A

Mulliken atomic charge list, values in e, 5 entries:
1. O -0.488
2. C 0.682
3. O -0.705
4. O -0.346
5. O 0.008



3.
ORCA calculation (ωB97M-V with the def2-TZVPD basis set) on a molecular structure, C11H31Br2N9O18.

The geometry in ORCA input format:
```
! RIJCOSX wB97M-V def2-TZVPD def2/J DEFGRID3
* xyz 0 1
Br 4.72657 -1.29583 -1.63171
C 2.82068 -0.70071 -1.84972
C 1.85769 -1.51702 -0.90425
Br 2.02546 -3.46230 -1.06699
H 2.52465 -0.65015 -2.89753
H 2.81129 0.32655 -1.48537
H 0.80357 -1.25836 -1.00440
H 2.07340 -1.16636 0.10501
C 0.60919 0.31875 0.01398
N -0.64165 1.01910 0.42003
O -0.54625 2.12143 0.87355
O -1.73288 0.52648 0.08960
H 0.53942 0.22769 -1.06997
H 0.54166 -0.64292 0.52263
H 1.49127 0.93547 0.18632
C -0.50361 -3.86918 -0.15929
N -1.07604 -2.48775 -0.19762
O -0.56157 -1.57199 -0.86383
O -2.10153 -2.27748 0.41498
H 0.52969 -3.70837 0.14817
H -0.50050 -4.19144 -1.20056
H -1.15683 -4.45384 0.48846
C -3.69540 1.30729 0.76183
N -3.90582 0.66734 2.03036
O -5.04227 0.43132 2.40752
O -2.94656 0.32716 2.70662
H -2.85181 1.96749 0.96331
H -4.58341 1.92284 0.61824
H -3.51662 0.54989 -0.00138
C 0.10668 -2.42950 -3.07057
N 0.43038 -1.09880 -3.48317
O 0.47579 -0.25855 -2.58190
O 0.73120 -0.88606 -4.63468
H 0.24478 -2.53792 -1.99481
H 0.78054 -3.13028 -3.56343
H -0.93932 -2.56132 -3.34737
C -2.58245 -0.66933 -1.58759
N -3.01114 -1.67623 -2.61916
O -4.17428 -1.77129 -2.96273
O -2.22709 -2.58291 -2.94487
H -1.50026 -0.54475 -1.62554
H -2.76776 -0.99060 -0.56263
H -3.10387 0.28071 -1.70436
C 1.21321 3.53235 -1.58367
N 2.00807 2.60317 -0.82923
O 2.71364 3.08166 0.03680
O 2.24308 1.48422 -1.30129
H 1.78831 4.39561 -1.91856
H 0.42926 3.91041 -0.92747
H 0.74730 3.03974 -2.43711
C -0.28427 3.37354 2.46450
N 1.18791 3.60183 2.83570
O 1.99489 3.74442 1.95623
O 1.48589 3.56501 4.04920
H -0.40126 3.51716 1.39035
H -1.02170 3.98616 2.98314
H -0.47790 2.31886 2.66006
C -1.59186 -1.10217 2.60543
N -0.56963 -2.18208 2.38371
O 0.44814 -1.88155 1.81260
O -0.75757 -3.24810 2.91564
H -2.53862 -1.60697 2.41330
H -1.55134 -0.28056 1.89029
H -1.43305 -0.65812 3.58813
C 3.62056 1.46306 1.95999
N 3.14437 0.22922 1.17429
O 2.21206 -0.39314 1.54455
O 3.78353 -0.03818 0.12473
H 3.77390 1.02639 2.94685
H 2.79992 2.18044 1.96440
H 4.57791 1.79945 1.56197
*
```

Total energy   -202215.1957 eV
Relative energy (zero: lowest compared OMol25 entry of this formula, charge and spin)   17.703 eV
Frontier orbital gap   7.14 eV
Maximum force   6.21 eV/A

Mulliken atomic charge list, values in e, 5 entries:
1. Br -0.214
2. C -0.410
3. C -0.613
4. Br -0.133
5. H 0.729



4.
ORCA calculation (ωB97M-V with the def2-TZVPD basis set) on a single C4H7NO molecule.

The geometry in ORCA input format:
```
! RIJCOSX wB97M-V def2-TZVPD def2/J DEFGRID3
* xyz 0 1
C -0.23422 -0.65551 1.81804
C 0.08865 -0.81156 0.39727
O -0.10040 -1.79489 -0.29012
C 0.21747 0.60707 -0.20579
C 0.63406 0.56684 -1.60475
N -0.70533 1.01907 -1.27464
H -0.99997 -0.00498 1.24307
H 0.27669 0.12862 2.36986
H -0.43179 -1.55317 2.42790
H 0.50334 1.44133 0.44509
H 0.73505 -0.45537 -1.96059
H 1.32952 1.31240 -1.95909
H -1.38990 0.29044 -1.46660
*
```

Total energy   -7796.5778 eV
Relative energy (zero: lowest compared OMol25 entry of this formula, charge and spin)   3.067 eV
Structure (SMILES)   CC(=O)[C@H]1CN1
Frontier orbital gap   10.62 eV
Maximum force   3.09 eV/A

Mulliken atomic charge list, values in e, 5 entries:
1. C -0.974
2. C 0.718
3. O -0.581
4. C -0.177
5. C -0.498